Formula: C18H60N4O12
Source: the OMol25 dataset
Level of theory: ωB97M-V/def2-TZVPD

Last columns: bonded neighbours and bond lengths (Å).
Atoms and positions in Å:
1 O 0.883 2.701 -0.237  C18 1.409, H87 0.952
2 O 0.605 -2.517 -3.165  C27 1.409, H68 0.959
3 O 3.234 -0.427 0.278  C21 1.403, H92 0.978
4 O -0.625 0.680 0.809  C17 1.397
5 O 3.438 -4.865 -0.324  C32 1.415
6 O -3.992 5.257 -0.539  C30 1.451, H71 0.985
7 O -3.209 -3.983 -2.048  C20 1.422, H38 0.978
8 O -1.354 0.956 -3.346  C24 1.383, H70 0.953
9 O -4.326 -1.386 2.108  C33 1.454, H41 0.968
10 O 3.573 -4.498 2.431  C31 1.396, H43 0.988
11 O -1.128 2.401 4.546  C28 1.434, H78 0.961
12 O 0.575 -1.205 3.348  C26 1.439, H89 0.961
13 N 1.442 -3.566 -0.733  C32 1.324, H55 0.957, H66 1.033
14 N -0.245 -0.470 -1.237  C17 1.339, H54 1.009, H73 0.994
15 N 0.557 -1.373 0.708  C17 1.328, H45 1.044, H88 1.043
16 N 3.160 -3.169 -2.017  C32 1.316, H37 1.076, H51 1.020
17 C -0.068 -0.379 0.088  O4 1.397, N14 1.339, N15 1.328
18 C 1.400 3.026 1.033  O1 1.409, C34 1.513, H42 1.126, H77 1.108
19 C -2.371 -2.843 1.667  C33 1.504, H48 1.102, H82 1.088, H85 1.081
20 C -2.479 -2.767 -1.945  O7 1.422, H35 1.058, H63 1.109, H64 1.155
21 C 3.334 0.148 -0.998  O3 1.403, C22 1.514, H74 1.103, H81 1.028
22 C 4.673 -0.099 -1.661  C21 1.514, H47 1.088, H56 1.082, H65 1.115
23 C 1.362 -0.756 -4.674  C27 1.510, H36 1.110, H50 1.117, H94 1.073
24 C -0.424 1.886 -2.919  O8 1.383, H60 1.101, H61 1.134, H80 1.005
25 C -2.459 4.272 3.840  C28 1.527, H44 1.105, H72 1.119, H91 1.052
26 C 1.041 0.157 3.336  O12 1.439, H40 1.043, H46 1.080, H52 1.061
27 C 0.364 -1.851 -4.383  O2 1.409, C23 1.510, H57 1.078, H67 1.097
28 C -1.460 3.203 3.404  O11 1.434, C25 1.527, H49 1.107, H84 1.108
29 C -2.785 3.257 0.261  C30 1.529, H59 1.120, H79 1.033, H83 1.113
30 C -3.472 3.955 -0.913  O6 1.451, C29 1.529, H75 1.065, H86 1.049
31 C 2.360 -3.807 2.442  O10 1.396, H39 1.072, H62 1.141, H90 1.084
32 C 2.717 -3.832 -0.970  O5 1.415, N13 1.324, N16 1.316
33 C -2.959 -1.460 1.619  O9 1.454, C19 1.504, H53 1.126, H76 1.084
34 C 1.492 4.502 1.352  C18 1.513, H58 1.085, H69 1.114, H93 1.082
35 H -1.670 -2.944 -1.286  C20 1.058
36 H 0.997 0.148 -4.143  C23 1.110
37 H 4.211 -3.258 -2.229  N16 1.076
38 H -3.709 -4.050 -1.210  O7 0.978
39 H 1.540 -4.364 2.036  C31 1.072
40 H 0.205 0.773 3.232  C26 1.043
41 H -4.542 -0.444 2.152  O9 0.968
42 H 2.433 2.604 0.873  C18 1.126
43 H 3.731 -4.804 1.505  O10 0.988
44 H -2.874 4.836 2.985  C25 1.105
45 H 1.081 -2.172 0.289  N15 1.044
46 H 1.758 0.427 2.574  C26 1.080
47 H 4.700 -1.176 -1.814  C22 1.088
48 H -1.274 -2.836 1.772  C19 1.102
49 H -0.675 3.783 2.880  C28 1.107
50 H 2.404 -0.855 -4.286  C23 1.117
51 H 2.516 -2.815 -2.724  N16 1.020
52 H 1.462 0.504 4.246  C26 1.061
53 H -2.410 -0.931 2.448  C33 1.126
54 H 0.098 -1.154 -1.894  N14 1.009
55 H 0.919 -2.907 -1.189  N13 0.957
56 H 5.342 0.246 -0.885  C22 1.082
57 H -0.574 -1.322 -4.425  C27 1.078
58 H 1.709 4.521 2.415  C34 1.085
59 H -2.490 2.269 -0.176  C29 1.120
60 H -0.160 2.637 -3.681  C24 1.101
61 H -0.834 2.461 -2.032  C24 1.134
62 H 2.322 -2.873 1.788  C31 1.141
63 H -2.268 -2.528 -3.008  C20 1.109
64 H -3.108 -1.924 -1.470  C20 1.155
65 H 4.638 0.409 -2.653  C22 1.115
66 H 0.924 -4.079 0.000  N13 1.033
67 H 0.272 -2.617 -5.163  C27 1.097
68 H -0.018 -3.244 -3.105  O2 0.959
69 H 2.192 4.969 0.622  C34 1.114
70 H -2.223 1.346 -3.311  O8 0.953
71 H -3.642 6.011 -1.069  O6 0.985
72 H -1.849 5.036 4.385  C25 1.119
73 H -0.687 0.233 -1.783  N14 0.994
74 H 2.536 -0.324 -1.595  C21 1.103
75 H -2.893 4.161 -1.783  C30 1.065
76 H -2.770 -0.820 0.765  C33 1.084
77 H 0.841 2.553 1.865  C18 1.108
78 H -1.848 1.766 4.582  O11 0.961
79 H -2.008 3.807 0.662  C29 1.033
80 H 0.441 1.524 -2.555  C24 1.005
81 H 3.233 1.169 -0.923  C21 1.028
82 H -2.696 -3.452 0.827  C19 1.088
83 H -3.497 2.967 1.066  C29 1.113
84 H -1.941 2.583 2.623  C28 1.108
85 H -2.834 -3.277 2.542  C19 1.081
86 H -4.326 3.406 -1.174  C30 1.049
87 H 0.723 1.764 -0.274  O1 0.952
88 H 0.543 -1.308 1.749  N15 1.043
89 H 0.169 -1.335 4.209  O12 0.961
90 H 2.001 -3.524 3.426  C31 1.084
91 H -3.308 3.981 4.391  C25 1.052
92 H 2.426 -0.967 0.396  O3 0.978
93 H 0.525 4.926 1.115  C34 1.082
94 H 1.382 -0.668 -5.743  C23 1.073

- SMILES = NC(N)=O.NC(N)=O.CCO.CCO.CCO.CCO.CCO.CCO.CO.CO.CO.CO
- E_HOMO (eV) = -9.41
- energy relative to the best compared isomer or geometry (same formula, charge and spin) (eV) = 5.398
- F_max (hartree/bohr) = 0.14441